Density functional theory data (ωB97M-V/def2-TZVPD) for a cluster of 9 separate species, C4H25NO9S in total.

Calculated values
Electronic energy in eV: -35303.06995
Structure (SMILES): N[C@@H](C=O)CCS.O.O.O.O.O.O.O.O
Multiplicity: 1
LUMO energy in eV: 0.09
Frontier orbital gap in eV: 9.25

Cartesian coordinates (Å):
H -2.346 -0.738 1.773
C 0.791 -0.704 0.489
C 0.331 -2.227 0.291
H 2.688 2.000 -1.727
O 1.287 -0.378 -2.768
O 3.192 -0.852 0.136
H 0.218 -2.432 -1.848
H 2.871 -2.563 -1.937
H -2.304 -1.256 0.422
O -1.623 -0.079 -2.246
H 0.900 -0.181 -0.556
C 2.355 -0.622 1.025
H 1.272 2.748 -1.621
H -2.458 4.326 1.325
O -2.921 -0.603 0.933
S 2.276 -3.594 -1.342
N -0.254 0.179 1.071
O 2.151 2.803 -2.007
H 0.944 -2.676 1.099
H 1.721 -0.768 -1.917
H -0.554 0.105 -2.485
O -1.562 4.029 1.365
O -3.235 2.027 0.883
H 1.586 -0.906 -3.561
C 0.590 -3.008 -1.015
H 1.880 -2.417 3.435
H -0.768 3.489 -0.062
H -1.806 0.872 -2.195
H -1.282 2.982 -1.253
H -0.705 -2.175 0.581
O -0.674 2.642 -0.639
H -0.150 -3.881 -1.027
H 2.643 -0.318 1.943
H -2.981 1.088 0.944
H -0.418 1.040 0.473
H -4.082 2.171 0.943
H 0.757 -1.749 4.167
H -1.623 3.168 1.558
H 0.175 0.379 2.014
O 1.118 -1.921 3.335

=====

Density functional theory data (ωB97M-V/def2-TZVPD) for a structure of composition C55H74N4P3SiZr.

Calculated values
Electronic energy in eV: -101202.53387
Charge: +3
Multiplicity: 1
LUMO energy in eV: -8.32
Frontier orbital gap in eV: 6.80

Cartesian coordinates (Å):
H 0.082 6.319 -0.455
H -0.092 -3.486 -4.728
H 4.268 -2.798 1.398
C 2.803 -2.702 -2.102
H -4.955 -2.621 -0.450
C 3.396 2.605 0.997
H -2.978 -2.160 2.323
C -2.081 -2.756 2.160
Si 0.805 1.539 0.749
C -0.037 5.078 -2.201
H -2.303 -3.773 2.498
C 4.838 0.279 0.702
C -2.969 -3.205 -0.019
C -0.277 -4.949 -1.687
C -2.682 0.137 4.217
H 1.496 2.599 -4.794
H 2.074 2.882 3.153
H -5.225 0.239 -4.005
H -0.325 -5.908 -1.190
H -3.269 1.792 -3.711
C -4.743 1.192 3.317
H 1.147 4.194 5.000
C -1.736 3.102 3.618
H 2.764 0.319 -1.767
C -0.813 -2.546 4.281
C 3.349 -2.431 1.840
H 0.477 4.437 1.064
H -0.163 -1.504 -3.252
P 0.644 1.005 -2.482
H 3.402 -3.015 -2.959
C 0.840 -0.860 4.493
H 1.379 1.172 -5.815
N -2.592 -0.387 -1.231
H -0.069 3.656 -3.762
H 2.076 -1.980 -2.453
N -1.761 -2.751 0.727
C -0.098 1.158 -4.218
C -3.524 2.432 0.846
H -5.536 -1.564 -2.325
H -1.104 0.254 -5.866
H -5.437 1.346 2.497
H 5.330 -3.285 -1.676
C 0.481 3.680 4.320
C -1.218 2.302 2.598
H -3.072 -0.771 4.678
C 0.344 2.710 -1.855
H 2.241 -4.222 1.245
H -2.667 -3.577 -0.996
C 5.506 1.477 0.880
H -5.252 0.572 4.058
H 4.140 -1.181 -1.449
C -3.718 -1.134 -1.296
H 1.389 0.064 2.660
C -4.495 0.084 -3.221
H -2.804 3.182 3.767
H 3.044 -4.336 2.804
H 0.196 -2.101 6.128
H -1.609 0.033 4.077
H 3.878 -0.459 -3.664
C 0.065 3.787 -2.700
H 4.508 -2.365 3.629
H 5.591 -2.667 -0.063
H -4.950 0.768 0.557
H -2.196 4.123 0.560
H 2.281 -3.584 -1.724
C 0.712 -0.629 3.135
H -2.368 3.133 -0.885
H -0.250 5.896 -2.876
H 5.288 3.596 1.155
C 3.689 -2.085 -1.035
H -3.687 4.186 -0.374
C -3.409 0.928 -3.076
H 6.588 1.496 0.898
C -2.502 0.660 -2.072
C 0.803 1.888 -5.233
C -2.898 3.522 -0.014
C 3.440 0.226 0.677
H 2.220 -0.712 -4.197
C -4.699 1.744 0.140
H -2.818 0.944 4.936
H 0.169 2.432 -5.936
H 4.325 1.983 -2.618
C 2.496 0.871 -2.667
H 2.849 3.538 1.076
C -0.157 -3.608 -3.656
H 1.564 -0.288 5.056
H 0.201 -3.446 1.071
H 4.282 -0.769 2.932
H -3.917 2.931 1.735
Zr -0.564 -0.746 -0.010
H -1.682 1.341 -1.897
H -1.465 -0.570 -4.363
C -0.217 -2.495 -2.841
H 3.032 2.766 -1.710
C 0.999 2.929 3.275
H -0.949 1.808 -4.003
H 3.125 0.698 -4.738
H -0.982 -4.736 0.886
H 5.421 -0.626 0.587
H -5.591 2.367 0.220
P -2.328 1.238 1.619
C -0.969 -2.170 2.962
H -3.780 -0.474 2.463
H 2.970 -1.561 3.810
P 2.650 -1.405 0.416
C 0.386 4.245 0.000
C 0.476 2.935 -0.477
C 3.789 -1.721 3.119
C -0.894 3.796 4.471
C 2.495 -3.658 2.148
C -3.450 0.459 2.926
C 3.254 2.198 -2.610
C -4.013 -2.128 -0.210
H -0.093 -5.757 -3.672
H -3.398 -4.052 0.525
H -4.499 1.619 -0.920
C 0.087 -1.860 5.079
N -0.317 -2.563 -1.509
H -1.432 -3.335 4.687
C -0.680 -3.756 0.506
C -0.159 -4.861 -3.069
C 2.694 1.400 0.837
H 4.468 -4.008 -0.331
H 3.042 2.829 -3.473
C 4.778 2.651 1.027
C 2.938 0.049 -3.887
C -0.378 -3.787 -0.953
H -1.309 4.410 5.259
H -4.555 2.151 3.796
C -4.659 -0.932 -2.294
C 0.165 2.253 2.380
C -0.669 -0.074 -4.919
N -0.201 -1.235 2.358
C 0.146 5.313 -0.849
H 0.105 -0.800 -5.175
H -4.195 -1.579 0.719
C 4.829 -3.060 -0.733
H 1.575 -3.383 2.673

=====

The records above give, respectively, molar mass values of 263.31, 1003.46 g mol⁻¹.
The records above give, respectively, E_HOMO values of -9.16, -15.12 eV.